76
Properties=species:S:1:pos:R:3:forces:R:3:mulliken_charge:R:1 method="wB97M-V/def2-TZVPD" orbital_gap_ev="7.670 / 5.789" fmax_ev_per_a=0.6 spin_multiplicity=2 e_homo_ev="-14.44 / -14.44" total_charge=+2 de_lowest_ev=0.303 lumo_ha="-0.2488 / -0.3178"
Pt 0.0179 -0.0385 -0.0577 0.4 0.3 -0.3 0.74
C -1.2646 2.0149 2.8099 0.0 0.1 0.0 -1.14
C -0.0659 1.1453 2.9231 0.2 0.2 -0.3 0.58
C 0.6149 0.9734 4.1558 0.1 0.0 0.0 -0.55
C 1.7705 0.2238 4.2391 0.0 0.0 0.0 -0.72
C 2.3052 -0.3611 3.0968 0.2 0.0 0.0 -0.69
C 1.6020 -0.1791 1.9075 -0.1 -0.2 -0.2 0.81
N 0.4394 0.5566 1.8573 -0.3 -0.2 0.2 0.27
N 1.7881 -0.6950 0.6797 0.1 0.3 0.2 -0.09
Si 3.4189 -0.8441 -0.2151 -0.1 -0.1 0.0 -0.20
C 4.1360 -2.5166 0.1065 0.0 0.0 0.1 -0.83
C 2.9699 -0.5632 -1.9844 0.0 0.0 0.0 -1.04
C 4.4235 0.5370 0.5124 0.0 0.0 0.0 -1.05
H -0.9509 3.0559 2.9255 0.0 0.0 0.0 0.45
H -1.9658 1.8036 3.6174 0.0 0.0 0.0 0.35
H -1.7600 1.9097 1.8477 0.0 0.0 0.0 0.01
H 0.2015 1.4451 5.0367 0.0 0.0 0.0 0.50
H 2.2628 0.0945 5.1935 0.0 0.0 0.0 0.50
H 3.2032 -0.9621 3.1201 0.0 0.0 0.0 0.63
H 3.5432 -3.2952 -0.3700 0.0 0.0 0.0 0.14
H 4.2281 -2.7406 1.1713 0.0 0.0 0.0 0.36
H 5.1409 -2.5536 -0.3220 0.0 0.0 0.0 0.52
H 2.3372 -1.3617 -2.3736 0.0 0.0 0.0 0.25
H 3.8899 -0.5427 -2.5747 0.0 0.0 0.0 0.51
H 2.4647 0.3917 -2.1415 0.0 0.0 0.0 0.32
H 4.6584 0.3835 1.5662 0.0 0.0 0.0 0.36
H 3.9321 1.5056 0.4012 0.0 0.0 0.0 0.36
H 5.3755 0.5925 -0.0216 0.0 0.0 0.0 0.43
C -5.5275 -1.6270 -1.4908 0.0 0.0 0.0 -0.66
C -5.4110 -1.5125 -0.1137 0.0 0.0 0.0 -0.90
C -4.1736 -1.6689 0.4943 0.0 0.0 0.0 -0.29
C -3.0372 -1.9338 -0.2749 0.0 0.0 0.0 0.91
C -3.1711 -2.0683 -1.6605 0.0 0.0 0.0 -0.19
C -4.4083 -1.9136 -2.2634 0.0 0.0 0.0 -1.04
Ge -1.3415 -2.2309 0.5804 -0.2 -0.2 0.1 -0.43
C -1.3233 -2.0549 2.5006 0.1 0.1 0.0 1.08
C -2.0038 -1.0181 3.1468 -0.1 -0.1 0.0 -0.33
C -2.0700 -0.9756 4.5301 0.0 -0.1 0.0 -1.13
C -1.4478 -1.9639 5.2854 0.0 0.0 0.0 -0.71
C -0.7574 -2.9894 4.6566 0.0 0.0 0.0 -0.84
C -0.6933 -3.0370 3.2695 0.0 0.0 0.0 -0.47
C -0.2973 -3.6750 -0.1206 -0.1 0.0 -0.1 1.17
C 0.9751 -3.9875 0.3617 0.0 0.0 0.0 -0.32
C 1.6159 -5.1427 -0.0555 0.0 0.0 0.0 -1.19
C 0.9989 -5.9905 -0.9669 0.0 0.0 0.0 -0.68
C -0.2640 -5.6894 -1.4533 0.0 0.0 0.0 -0.85
C -0.9137 -4.5392 -1.0304 0.0 0.0 0.0 -0.50
H -6.4955 -1.5166 -1.9616 0.0 0.0 0.0 0.47
H -6.2863 -1.3179 0.4914 0.0 0.0 0.0 0.48
H -4.1129 -1.6176 1.5718 0.0 0.1 0.1 0.48
H -2.3097 -2.3112 -2.2712 0.0 0.0 0.0 0.62
H -4.5049 -2.0337 -3.3348 0.0 0.0 0.0 0.47
H -2.4813 -0.2348 2.5691 -0.1 -0.1 0.0 0.66
H -2.6184 -0.1824 5.0226 0.0 0.0 0.0 0.49
H -1.5122 -1.9386 6.3653 0.0 0.0 0.0 0.46
H -0.2843 -3.7652 5.2438 0.0 0.0 0.0 0.49
H -0.1801 -3.8629 2.7928 0.0 0.0 0.0 0.51
H 1.4632 -3.3418 1.0830 0.0 0.0 0.0 0.95
H 2.5934 -5.3927 0.3360 0.0 0.0 0.0 0.54
H 1.5011 -6.8930 -1.2887 0.0 0.0 0.0 0.43
H -0.7508 -6.3557 -2.1525 0.0 0.0 0.0 0.47
H -1.9133 -4.3373 -1.3926 0.0 0.0 0.0 0.50
C -4.4490 2.7162 -2.1286 0.0 0.0 0.0 -0.93
N -3.2742 1.8373 -2.1908 0.0 0.0 0.0 0.14
C -2.8557 1.2959 -3.3518 0.0 0.0 0.0 0.31
C -1.7884 0.4508 -3.4526 0.0 0.0 0.0 -1.34
C -1.1452 0.1872 -2.2403 -0.1 0.0 0.1 0.65
O -0.1664 -0.6355 -1.9876 0.0 0.2 -0.1 -0.68
N -1.5173 0.7903 -1.0987 -0.1 -0.2 0.1 -0.06
C -2.6155 1.6011 -0.9738 0.0 0.0 -0.1 0.22
O -3.0009 2.0781 0.0660 0.0 0.0 0.1 -0.68
H -4.9328 2.7189 -3.1006 0.0 0.0 0.0 0.31
H -4.1416 3.7246 -1.8612 0.0 0.0 0.0 0.33
H -5.1342 2.3455 -1.3713 0.0 0.0 0.0 0.33
H -3.4411 1.5620 -4.2221 0.0 0.0 0.0 0.41
H -1.4817 0.0125 -4.3878 0.0 0.0 0.0 0.54